A structure of composition C53H73N5O2S3SbSrTe. Source: the Open Molecules 2025 dataset; level of theory: ωB97M-V with the def2-TZVPD basis set.

Each line ends with the Löwdin charge.
Element x y z (Å)
1 Sr -0.43848 -0.06962 0.25400  0.988
2 S 5.62180 -1.38169 1.98220  1.058
3 C 7.01282 -1.96366 2.77896  -0.396
4 C 6.96037 -1.72800 4.11591  -0.167
5 C 5.76335 -1.06163 4.49980  -0.114
6 C 4.92905 -0.80250 3.45214  -0.473
7 C 3.61327 -0.13973 3.48189  -0.178
8 C 2.76036 -0.16413 2.36004  -0.111
9 N 1.55938 0.37433 2.32268  0.094
10 C 1.11134 1.03777 3.41868  -0.190
11 C 1.89597 1.16596 4.56659  -0.127
12 C 1.41965 1.95370 5.67690  -0.003
13 C 0.22968 2.58016 5.62077  -0.004
14 C -0.61371 2.45512 4.45897  -0.124
15 C -1.86082 3.09661 4.36119  0.069
16 C -2.63874 2.96560 3.23337  -0.176
17 C -2.13154 2.12293 2.22579  -0.087
18 N -0.96426 1.50687 2.29508  0.027
19 C -0.18625 1.67489 3.38365  -0.187
20 C -3.92834 3.65141 3.05668  -0.471
21 C -4.53443 4.54598 3.89384  -0.114
22 C -5.76743 5.03573 3.38636  -0.167
23 C -6.06974 4.50357 2.16942  -0.387
24 S -4.87770 3.41035 1.64097  1.077
25 C 3.15271 0.54044 4.58338  0.063
26 H 7.79864 -2.44343 2.21220  0.075
27 H 7.74093 -2.01967 4.80750  0.111
28 H 5.53251 -0.79959 5.52662  0.114
29 H 3.10174 -0.63330 1.44106  0.062
30 H 2.05422 2.04759 6.55320  0.123
31 H -0.11420 3.19297 6.44620  0.122
32 H -2.19948 3.70073 5.19708  0.128
33 H -2.72077 1.94954 1.32333  0.088
34 H -4.12088 4.85496 4.84909  0.113
35 H -6.39306 5.75508 3.90226  0.110
36 H -6.93974 4.69206 1.55453  0.077
37 H 3.76646 0.62897 5.47539  0.129
38 C 0.38371 -3.79759 -0.43938  -0.103
39 N 0.99485 -3.10530 0.69519  -0.263
40 C 2.42458 -2.94010 0.43380  -0.112
41 C 0.78388 -3.83364 1.93908  -0.199
42 C -0.64259 -3.73925 2.43661  -0.203
43 N -1.07948 -2.37051 2.68368  -0.261
44 C -2.52745 -2.35418 2.89059  -0.112
45 C -0.42413 -1.81831 3.86782  -0.090
46 H 0.80665 -4.80656 -0.56401  0.100
47 H 0.56281 -3.23141 -1.34862  0.038
48 H -0.69820 -3.87756 -0.31415  0.062
49 H 2.90361 -3.88018 0.12084  0.103
50 H 2.93291 -2.59592 1.33546  0.046
51 H 2.57837 -2.20207 -0.35934  0.052
52 H 1.46547 -3.43056 2.69248  0.110
53 H 1.03311 -4.89796 1.81766  0.132
54 H -0.73003 -4.34361 3.35328  0.131
55 H -1.32014 -4.17660 1.70179  0.115
56 H -2.82843 -3.00054 3.73089  0.100
57 H -3.03654 -2.68972 1.98682  0.061
58 H -2.84922 -1.33571 3.11907  0.071
59 H -0.61919 -2.42603 4.76539  0.101
60 H -0.79918 -0.81073 4.05453  0.075
61 H 0.65701 -1.75398 3.72233  0.071
62 C 2.06757 3.64502 0.88098  -0.091
63 O 1.13437 2.95006 0.06051  -0.244
64 C 0.14346 3.85202 -0.41517  -0.196
65 C -0.50261 3.23360 -1.60892  -0.192
66 O -1.43295 2.20242 -1.29650  -0.289
67 C -2.77243 2.51669 -1.67711  -0.098
68 H 2.53180 4.45944 0.31837  0.094
69 H 2.83581 2.94572 1.18723  0.081
70 H 1.58259 4.06662 1.76928  0.096
71 H 0.62221 4.78804 -0.71932  0.135
72 H -0.59155 4.07681 0.36660  0.135
73 H 0.29465 2.79192 -2.20204  0.090
74 H -0.99210 4.00291 -2.20907  0.140
75 H -2.84197 2.65197 -2.75771  0.104
76 H -3.11770 3.42329 -1.17099  0.089
77 H -3.39572 1.67977 -1.38514  -0.003
78 N -0.53742 -2.21091 -3.02994  0.124
79 C -1.20091 -2.93148 -3.63189  -0.196
80 C -2.03134 -3.83539 -4.39602  -0.214
81 C -3.08004 -4.50347 -3.76856  -0.031
82 C -3.88096 -5.35460 -4.51300  -0.061
83 C -3.63864 -5.53088 -5.87084  -0.066
84 C -2.58639 -4.86770 -6.48950  -0.068
85 C -1.77902 -4.01639 -5.75515  -0.029
86 H -3.26623 -4.33421 -2.71290  0.093
87 H -4.69669 -5.88061 -4.03434  0.110
88 H -4.28039 -6.18258 -6.45214  0.110
89 H -2.39355 -5.01587 -7.54382  0.109
90 H -0.95757 -3.48751 -6.22491  0.116
91 Te -2.88863 -1.31635 -1.08963  0.679
92 C -4.55967 -0.42043 -0.13011  -1.037
93 C -5.00486 -0.43211 1.16753  -0.264
94 C -6.30312 0.14893 1.34392  -0.226
95 C -6.83693 0.59728 0.17754  -0.444
96 S -5.76229 0.30902 -1.12785  0.898
97 H -4.44030 -0.86623 1.97959  0.056
98 H -6.81196 0.21526 2.30021  0.103
99 H -7.80100 1.06063 0.00774  0.066
100 C 2.58379 -2.73885 -4.56461  -0.137
101 C 3.62852 -1.76710 -4.00228  -0.695
102 C 4.31761 -2.41851 -2.80209  -0.130
103 C 4.67588 -1.46145 -5.07377  -0.103
104 Sb 2.44724 -0.06282 -3.21390  1.581
105 C 4.02237 1.27485 -2.39763  -0.703
106 C 3.50982 2.71241 -2.29620  -0.125
107 C 5.34039 1.25275 -3.17039  -0.111
108 C 4.23232 0.74740 -0.97049  -0.165
109 C 1.60808 0.86890 -5.05287  -0.698
110 C 1.46764 2.38167 -4.87732  -0.124
111 C 2.38899 0.59931 -6.33533  -0.122
112 C 0.20815 0.24742 -5.16156  -0.155
113 H 3.07908 -3.67246 -4.87118  0.090
114 H 2.07763 -2.32928 -5.44561  0.062
115 H 1.82060 -2.99055 -3.82370  0.044
116 H 4.76490 -3.37334 -3.11419  0.094
117 H 3.61661 -2.63468 -1.99218  0.037
118 H 5.12374 -1.79411 -2.40555  0.064
119 H 5.05695 -2.41543 -5.46412  0.092
120 H 5.52694 -0.91226 -4.67533  0.057
121 H 4.27938 -0.90446 -5.91680  0.045
122 H 3.41404 3.18937 -3.27032  0.062
123 H 4.22680 3.30679 -1.70910  0.092
124 H 2.54245 2.76587 -1.78291  0.048
125 H 5.19808 1.44953 -4.23633  0.078
126 H 5.85585 0.29522 -3.06645  0.060
127 H 6.01308 2.02912 -2.77725  0.088
128 H 3.31824 0.86465 -0.37504  0.045
129 H 5.03180 1.31712 -0.47150  0.095
130 H 4.51789 -0.31059 -0.94925  0.041
131 H 2.41437 2.89764 -5.04559  0.073
132 H 1.09356 2.66243 -3.89230  0.037
133 H 0.75100 2.75899 -5.62038  0.093
134 H 3.41357 0.97546 -6.28264  0.074
135 H 1.89080 1.11584 -7.16843  0.093
136 H 2.41986 -0.46324 -6.58712  0.063
137 H -0.39785 0.43216 -4.26832  0.062
138 H 0.25221 -0.83772 -5.30068  0.046
139 H -0.31640 0.67914 -6.02686  0.090

Properties
Highest occupied orbital energy in eV: -8.77
Total charge: +1
Orbital gap in eV: 5.8

The molecule C4H6O2. Source: the Open Molecules 2025 dataset; level of theory: ωB97M-V with the def2-TZVPD basis set.

Each line ends with the natural charge from an NBO analysis.
Element x y z (Å)
1 O 1.82106 -0.59063 -0.79416  -0.650
2 C 1.28520 -1.29762 0.16742  0.284
3 C 0.38049 -0.42989 1.05531  -0.614
4 C -0.59076 0.51796 0.38288  0.057
5 O -0.12170 1.22466 -0.77224  -0.519
6 C -1.11072 0.20398 -0.94779  -0.115
7 H 1.47693 0.33353 -0.84927  0.489
8 H -0.75051 -0.70530 -1.43057  0.195
9 H -0.18955 -1.08618 1.72251  0.235
10 H 1.07952 0.12926 1.69777  0.242
11 H -1.19660 1.13797 1.04435  0.199
12 H -2.08336 0.56226 -1.27621  0.197

Properties
Highest occupied orbital energy in eV: -8.33
Orbital gap in eV: 9.1